a | Density functional theory data (ωB97M-V/def2-TZVPD) for a single C5H7NO3 molecule.

Results
SMILES = C=C(N)CC(=O)C(=O)O

Structure (ORCA input):
```
! RIJCOSX wB97M-V def2-TZVPD def2/J DEFGRID3
* xyz 0 1
C 0.95136 0.29215 -0.81512
H 0.45551 -1.78374 -0.36424
H -0.42198 -1.07039 -1.77776
O 1.62706 -0.06812 1.49659
N -1.37104 0.96065 -0.04649
O 1.24609 0.92554 -1.80688
C -0.03052 -0.90027 -0.77206
H -2.10086 1.33217 0.54777
C -1.13049 -0.44326 0.14514
H -1.21921 -2.08441 1.44380
C 1.83001 0.46105 0.44475
H -1.51291 1.23937 -1.01137
H -2.33441 -0.66778 1.82981
C -1.58627 -1.10553 1.19290
H 2.75893 1.61973 -0.71464
O 2.83875 1.29284 0.20780
*
```

Atomic charges from the natural (NBO) analysis, expressed in e, are listed below: atom 1 (C): 0.52, atom 2 (H): 0.26, atom 3 (H): 0.24, atom 4 (O): -0.53, atom 5 (N): -0.83, atom 6 (O): -0.54, atom 7 (C): -0.55, atom 8 (H): 0.38, atom 9 (C): 0.19, atom 10 (H): 0.21, atom 11 (C): 0.68, atom 12 (H): 0.38, atom 13 (H): 0.20, atom 14 (C): -0.46, atom 15 (H): 0.51, atom 16 (O): -0.65

b | Density functional theory data (ωB97M-V/def2-TZVPD) for a molecular structure, C5H7NO3.

Structure (ORCA input):
```
! RIJCOSX wB97M-V def2-TZVPD def2/J DEFGRID3
* xyz 0 1
C -0.45597 -0.02989 1.70726
H -0.75914 -1.62471 -2.46608
H 1.68016 -2.03420 -1.75062
C -0.94723 -0.92789 -1.64477
O -0.45219 -1.08086 1.00869
N 0.07530 2.35131 1.46514
H -1.20746 0.04251 -2.06895
H 2.28183 -1.12259 -0.24447
H -1.78210 -1.29934 -1.05274
C 0.28085 -0.84244 -0.83911
C 1.48869 -1.33634 -0.94449
H -0.21986 2.37488 2.43259
C 0.04441 1.17665 0.86150
O 0.37452 0.98105 -0.32062
H 0.37705 3.18572 0.98816
O -0.77887 0.18617 2.86851
*
```

Atomic charges from the natural (NBO) analysis, expressed in e, are listed below: atom 1 (C): 0.69, atom 2 (H): 0.25, atom 3 (H): 0.24, atom 4 (C): -0.72, atom 5 (O): -0.60, atom 6 (N): -0.75, atom 7 (H): 0.24, atom 8 (H): 0.24, atom 9 (H): 0.25, atom 10 (C): 0.51, atom 11 (C): -0.59, atom 12 (H): 0.44, atom 13 (C): 0.58, atom 14 (O): -0.54, atom 15 (H): 0.41, atom 16 (O): -0.64

c | Density functional theory data (ωB97M-V/def2-TZVPD) for a single C5H7NO3 molecule.

Results
SMILES = O=C(O)[C@@]12NCC[C@@H]1O2

Structure (ORCA input):
```
! RIJCOSX wB97M-V def2-TZVPD def2/J DEFGRID3
* xyz 0 1
O -2.97181 1.03936 0.68798
O -0.58781 -0.44056 1.52700
O -2.51898 0.22588 -1.35172
H -1.78120 -0.23269 -1.82948
C 1.59260 0.12301 0.74857
C -0.87582 0.10272 0.32354
H 0.26284 1.50324 1.76788
C -2.20308 0.56456 -0.08354
H 1.86054 -0.91894 1.15840
H 1.33044 0.54085 -1.46807
H -0.14336 -1.75143 -0.42387
H 2.01845 -1.11719 -1.37637
C 1.37126 -0.30795 -0.79397
N 0.00496 -0.80138 -0.92763
C 0.22827 0.59556 1.07505
H 2.41268 0.87495 0.96622
*
```

Atomic charges from the natural (NBO) analysis, expressed in e, are listed below: atom 1 (O): -0.52, atom 2 (O): -0.43, atom 3 (O): -0.67, atom 4 (H): 0.53, atom 5 (C): -0.47, atom 6 (C): 0.25, atom 7 (H): 0.21, atom 8 (C): 0.74, atom 9 (H): 0.24, atom 10 (H): 0.19, atom 11 (H): 0.36, atom 12 (H): 0.22, atom 13 (C): -0.23, atom 14 (N): -0.68, atom 15 (C): 0.05, atom 16 (H): 0.23

Energies, relative to the best one, in kcal/mol: a 0.0; b 36.5; c 56.4.

a | Density functional theory data (ωB97M-V/def2-TZVPD) for a molecular structure, C5H7NO3.

Structure (ORCA input):
```
! RIJCOSX wB97M-V def2-TZVPD def2/J DEFGRID3
* xyz 0 1
H 2.13572 -0.57321 -0.12881
O 1.15727 -1.30855 2.33611
N -0.66148 -0.37122 1.24020
H -0.63590 -1.69606 -1.09273
H -1.97048 -0.18049 -0.50603
C -0.98927 0.19798 -0.18478
H 0.32845 3.08572 -0.85411
H 0.22195 -0.08161 -2.16458
O -1.26415 2.42089 0.46818
C 1.13230 -1.23497 -0.10314
H -1.06878 0.16962 1.99963
H 1.41700 -2.23189 -0.11937
O 0.38393 1.88650 -1.01672
C -0.59441 1.60100 -0.15576
C -0.08391 -0.73779 -1.00013
C 0.49177 -0.94590 1.28204
*
```

Atomic charges from the natural (NBO) analysis, expressed in e, are listed below: atom 1 (H): 0.24, atom 2 (O): -0.65, atom 3 (N): -0.58, atom 4 (H): 0.22, atom 5 (H): 0.26, atom 6 (C): -0.19, atom 7 (H): 0.52, atom 8 (H): 0.24, atom 9 (O): -0.59, atom 10 (C): -0.49, atom 11 (H): 0.43, atom 12 (H): 0.24, atom 13 (O): -0.65, atom 14 (C): 0.75, atom 15 (C): -0.40, atom 16 (C): 0.64

b | Density functional theory data (ωB97M-V/def2-TZVPD) for a molecular structure, C5H7NO3.

Structure (ORCA input):
```
! RIJCOSX wB97M-V def2-TZVPD def2/J DEFGRID3
* xyz 0 1
H -1.95176 2.04548 0.27596
H 1.11656 -1.48544 1.81632
H -1.55078 0.42002 0.77647
H 0.32691 2.21456 -1.00263
C 1.17994 -1.32974 0.73082
H -0.29154 -1.41336 -0.51284
C 1.06266 0.59113 0.39221
O 0.58667 1.68096 1.10666
N 2.50937 -1.05929 0.29957
H 3.25093 -1.74585 0.18997
C -1.35775 1.12498 -0.01939
C 2.41988 0.31069 -0.07396
H -1.71069 0.81507 -1.06641
C 0.08712 1.51497 -0.18770
O 3.11627 0.99554 -0.78283
O 0.30115 -2.03879 0.01563
*
```

Atomic charges from the natural (NBO) analysis, expressed in e, are listed below: atom 1 (H): 0.23, atom 2 (H): 0.16, atom 3 (H): 0.23, atom 4 (H): 0.21, atom 5 (C): 0.28, atom 6 (H): 0.50, atom 7 (C): 0.10, atom 8 (O): -0.44, atom 9 (N): -0.67, atom 10 (H): 0.42, atom 11 (C): -0.65, atom 12 (C): 0.64, atom 13 (H): 0.21, atom 14 (C): 0.05, atom 15 (O): -0.55, atom 16 (O): -0.71

Energies, relative to the best one, in kcal/mol: a 0.0; b 25.9.

a | Density functional theory data (ωB97M-V/def2-TZVPD) for a single C9H11P molecule.

Results
SMILES = CC1=CC2=CCP(C)C2=C1

Structure (ORCA input):
```
! RIJCOSX wB97M-V def2-TZVPD def2/J DEFGRID3
* xyz 0 1
H -2.37728 -1.64399 1.46778
H -0.54434 -2.89834 0.02095
H -2.80302 -1.70918 -0.31719
C 1.59650 -1.00573 -0.10911
H 1.24574 2.28099 0.80674
H 3.84166 0.32646 1.36564
C -0.31252 0.50494 0.24537
H -3.69797 0.85099 -1.26781
C 0.16013 -0.92560 -0.07000
C -2.85304 1.37769 -0.96606
P -2.04349 0.55858 0.53831
C -0.76494 -1.90782 0.03434
C -2.11054 -1.31684 0.38492
H -2.22800 1.54508 -1.74549
C 3.48782 0.55576 0.31838
H 2.09873 -1.93319 -0.36431
H -3.32201 2.30088 -0.53569
C 2.01451 0.27169 0.14058
C 1.02237 1.21343 0.48015
H 3.64203 1.63025 0.07164
H 3.94765 -0.07605 -0.49913
*
```

Atomic charges from the natural (NBO) analysis, expressed in e, are listed below: atom 1 (H): 0.24, atom 2 (H): 0.21, atom 3 (H): 0.23, atom 4 (C): -0.27, atom 5 (H): 0.23, atom 6 (H): 0.23, atom 7 (C): -0.37, atom 8 (H): 0.23, atom 9 (C): -0.07, atom 10 (C): -0.88, atom 11 (P): 0.80, atom 12 (C): -0.06, atom 13 (C): -0.72, atom 14 (H): 0.22, atom 15 (C): -0.64, atom 16 (H): 0.22, atom 17 (H): 0.23, atom 18 (C): -0.03, atom 19 (C): -0.22, atom 20 (H): 0.21, atom 21 (H): 0.22

b | Density functional theory data (ωB97M-V/def2-TZVPD) for a molecular structure, C9H11P.

Structure (ORCA input):
```
! RIJCOSX wB97M-V def2-TZVPD def2/J DEFGRID3
* xyz 0 1
C 3.10814 -0.96038 -0.10915
H 4.19002 -1.25043 -0.12465
H -1.88643 0.91498 1.67985
H -1.49062 -2.09301 0.74118
C 0.48260 -0.06652 0.35298
H 0.31351 1.75996 -1.66673
P -1.99820 -1.99699 -0.56136
C -0.01194 0.75112 -1.44368
C -1.42223 1.54228 0.86146
H -0.92169 2.39326 1.34884
C 1.28625 -0.37981 1.48615
H -2.30010 1.99484 0.40448
C 1.05580 -0.11496 -0.99975
C -0.56065 0.81384 -0.01804
H 0.86538 -0.40079 2.43349
H -0.59206 -2.12657 -0.82648
H 2.63340 -0.87409 -2.19679
H -0.81512 0.34382 -2.22520
H 3.33770 -1.04419 2.01010
C 2.60405 -0.78925 1.19558
C 2.26776 -0.58651 -1.17275
*
```

Atomic charges from the natural (NBO) analysis, expressed in e, are listed below: atom 1 (C): -0.22, atom 2 (H): 0.23, atom 3 (H): 0.24, atom 4 (H): -0.05, atom 5 (C): -0.07, atom 6 (H): 0.22, atom 7 (P): 0.06, atom 8 (C): -0.44, atom 9 (C): -0.69, atom 10 (H): 0.23, atom 11 (C): -0.23, atom 12 (H): 0.23, atom 13 (C): -0.03, atom 14 (C): 0.12, atom 15 (H): 0.21, atom 16 (H): -0.03, atom 17 (H): 0.21, atom 18 (H): 0.22, atom 19 (H): 0.21, atom 20 (C): -0.20, atom 21 (C): -0.21

Energies, relative to the best one, in kcal/mol: a 0.0; b 53.0.

a | Density functional theory data (ωB97M-V/def2-TZVPD) for a molecular structure, C2H4BrNO.

Structure (ORCA input):
```
! RIJCOSX wB97M-V def2-TZVPD def2/J DEFGRID3
* xyz 0 1
H -1.72856 0.17101 0.89884
H 0.89530 2.29764 0.72075
Br 2.42094 0.11515 -0.82072
O -1.54328 -0.72056 0.58187
C 0.77317 0.41675 -0.00612
H 0.11357 -1.84221 -0.24703
C -0.50741 -0.96594 -0.29415
N 0.42760 1.43556 0.56204
H -0.85133 -0.90740 -1.39546
*
```

Atomic charges from the natural (NBO) analysis, expressed in e, are listed below: atom 1 (H): 0.51, atom 2 (H): 0.39, atom 3 (Br): 0.01, atom 4 (O): -0.73, atom 5 (C): 0.19, atom 6 (H): 0.19, atom 7 (C): -0.02, atom 8 (N): -0.69, atom 9 (H): 0.17

b | Density functional theory data (ωB97M-V/def2-TZVPD) for 3 unconnected molecules or ions with the total composition C2H4BrNO.

Structure (ORCA input):
```
! RIJCOSX wB97M-V def2-TZVPD def2/J DEFGRID3
* xyz 0 1
C -0.11243 3.41552 -0.39221
C 0.34195 -0.17427 0.12974
N -0.10292 0.49141 -0.92420
H -0.27855 -0.21086 0.93006
H -1.02795 0.90816 -0.78520
Br 0.88547 2.40562 1.93936
H 0.98490 1.16367 1.56054
H 1.21994 -0.87565 0.19109
O 0.44079 4.39147 -0.25563
*
```

Atomic charges from the natural (NBO) analysis, expressed in e, are listed below: atom 1 (C): 0.48, atom 2 (C): -0.12, atom 3 (N): -0.56, atom 4 (H): 0.15, atom 5 (H): 0.35, atom 6 (Br): -0.13, atom 7 (H): 0.16, atom 8 (H): 0.19, atom 9 (O): -0.52

Energies, relative to the best one, in kcal/mol: a 0.0; b 8.6.

a | Density functional theory data (ωB97M-V/def2-TZVPD) for a single C3H5NS molecule.

Results
SMILES = C=CNC=S

Structure (ORCA input):
```
! RIJCOSX wB97M-V def2-TZVPD def2/J DEFGRID3
* xyz 0 1
N 0.06513 0.52318 0.53230
H 0.70239 -1.44399 -2.11603
S -0.99358 1.40926 2.63777
C 0.20529 -0.40116 -0.45171
H 0.34636 1.55766 0.39698
C 0.68970 -0.33076 -1.71522
H -1.41197 -0.64740 1.36310
H 0.25854 -1.50500 -0.03917
H 1.01655 0.55698 -2.19784
C -0.87840 0.28121 1.58983
*
```

Atomic charges from the natural (NBO) analysis, expressed in e, are listed below: atom 1 (N): -0.62, atom 2 (H): 0.22, atom 3 (S): 0.02, atom 4 (C): -0.02, atom 5 (H): 0.42, atom 6 (C): -0.49, atom 7 (H): 0.21, atom 8 (H): 0.19, atom 9 (H): 0.21, atom 10 (C): -0.14

b | Density functional theory data (ωB97M-V/def2-TZVPD) for a molecular structure, C3H5NS.

Structure (ORCA input):
```
! RIJCOSX wB97M-V def2-TZVPD def2/J DEFGRID3
* xyz 0 1
C 1.14639 -0.35068 0.29027
H -2.06067 1.43114 -0.92030
H 0.43380 0.49560 1.15193
S 0.62195 0.73695 -1.24604
N -0.10136 -2.51048 0.04147
C -1.06724 0.93498 -0.37217
H -0.89032 1.21221 0.68142
H -1.07555 -0.07603 -0.02376
C 0.73257 -1.65248 0.16738
H 2.26043 -0.22121 0.22979
*
```

Atomic charges from the natural (NBO) analysis, expressed in e, are listed below: atom 1 (C): -0.62, atom 2 (H): 0.27, atom 3 (H): 0.27, atom 4 (S): 0.18, atom 5 (N): -0.26, atom 6 (C): -0.73, atom 7 (H): 0.19, atom 8 (H): 0.22, atom 9 (C): 0.20, atom 10 (H): 0.27

Energies, relative to the best one, in kcal/mol: a 0.0; b 41.1.

a | Density functional theory data (ωB97M-V/def2-TZVPD) for a single C3H5NS molecule.

Results
SMILES = C=CNC=S

Structure (ORCA input):
```
! RIJCOSX wB97M-V def2-TZVPD def2/J DEFGRID3
* xyz 0 1
C -1.67709 0.42640 0.09344
C 0.73057 0.31588 -0.06725
H -0.65135 -1.19533 -0.04668
S -3.11122 -0.28821 0.00153
N -0.51458 -0.21659 -0.12010
C 1.77457 -0.45991 0.04491
H 1.67291 -1.49106 -0.01006
H -1.61919 1.50228 -0.07115
H 0.70066 1.39935 -0.06935
H 2.69472 0.00720 0.24470
*
```

Atomic charges from the natural (NBO) analysis, expressed in e, are listed below: atom 1 (C): -0.10, atom 2 (C): 0.01, atom 3 (H): 0.40, atom 4 (S): -0.10, atom 5 (N): -0.56, atom 6 (C): -0.45, atom 7 (H): 0.20, atom 8 (H): 0.19, atom 9 (H): 0.20, atom 10 (H): 0.21

b | Density functional theory data (ωB97M-V/def2-TZVPD) for a single C3H5NS molecule.

Results
SMILES = C=C/C=N\S

Structure (ORCA input):
```
! RIJCOSX wB97M-V def2-TZVPD def2/J DEFGRID3
* xyz 0 1
H -2.40428 -1.89932 1.64768
C -0.87051 -0.25161 1.22013
H -0.18010 0.51141 1.60114
S 1.45479 0.85672 -0.85145
H -1.62368 -1.02884 -0.69427
C -0.74414 -0.55327 -0.23396
H 1.82511 1.07441 -2.06583
C -1.71730 -0.97047 1.99802
N 0.13402 -0.15017 -1.11765
H -1.84021 -0.66196 3.05292
*
```

Atomic charges from the natural (NBO) analysis, expressed in e, are listed below: atom 1 (H): 0.21, atom 2 (C): -0.29, atom 3 (H): 0.22, atom 4 (S): 0.20, atom 5 (H): 0.19, atom 6 (C): 0.06, atom 7 (H): 0.11, atom 8 (C): -0.34, atom 9 (N): -0.56, atom 10 (H): 0.21

Energies, relative to the best one, in kcal/mol: a 0.0; b 22.4.